Below is a cluster of 12 separate species, CH25O12 in total, with properties calculated with the ωB97M-V functional and the def2-TZVPD basis.

Element x y z (Å)
H: -3.222 -0.211 2.633
H: 2.778 -0.838 1.699
O: 3.248 -0.870 -0.933
H: 0.191 2.652 -0.033
O: -1.186 0.490 0.101
H: -1.873 -1.359 0.297
H: 2.695 -1.605 -1.196
H: 2.926 1.544 -3.567
H: -0.615 -2.508 1.998
H: 0.625 -2.267 -0.867
O: 3.598 -1.230 1.999
H: 3.146 -0.229 -1.635
H: -2.457 0.849 -1.105
H: -1.939 2.561 2.645
H: -0.806 1.145 -2.308
O: 0.390 3.565 0.175
H: 0.822 0.606 -0.475
O: -3.119 0.947 -1.789
H: 4.222 -1.049 1.296
H: -0.017 2.413 -2.558
C: 0.149 0.171 0.264
H: 1.724 1.035 -2.800
H: -1.993 -2.804 -0.141
O: -2.273 2.756 1.770
H: 0.655 -3.288 2.263
O: -2.255 -2.199 0.553
H: -1.833 -0.155 2.033
H: 0.643 -3.710 -1.324
O: 1.199 -3.029 -0.943
O: 0.073 -2.635 2.652
H: -3.953 0.935 -1.319
O: 2.678 1.105 -2.753
H: -0.395 3.888 0.617
O: -0.241 1.570 -2.953
O: -2.310 -0.022 2.853
H: -1.888 2.083 1.209
H: 0.366 0.601 1.242
H: 0.249 -0.906 0.401

Results
Expectation value of S² ... 0.754
E_HOMO (spin up / spin down) ... -10.93 / -10.93 eV
E_LUMO (spin up / spin down) ... -0.529 / -4.454 eV
Max |F| ... 0.9 eV/Å
Spin multiplicity ... 2
Energy relative to the best compared isomer or geometry (same formula, charge and spin) ... 0.0 kJ/mol
DFT total energy ... -26010.2557 eV
Frontier orbital gap (spin up / spin down) ... 10.4009 / 6.4749 eV

Below is a cluster of 3 separate species, C36H82BN7O8P2 in total at a distorted geometry, with properties calculated with the ωB97M-V functional and the def2-TZVPD basis.

Element x y z (Å)
C: -5.150 -9.749 -2.406
H: -0.430 1.193 -1.629
H: 0.945 2.999 -2.096
N: 0.841 1.810 4.928
H: -3.610 2.533 5.513
H: 6.658 3.452 5.447
H: 2.608 2.757 -2.651
H: -6.642 -9.629 -3.956
C: 0.185 -3.870 -4.442
H: -9.925 -10.206 -1.225
H: -7.089 -11.560 -2.279
N: 5.275 7.489 6.601
H: -1.763 -4.310 -5.271
H: -2.751 -6.639 -5.634
C: -1.011 -6.140 -4.453
H: -2.996 4.088 4.924
C: 0.356 1.424 -4.774
H: -1.325 -8.833 -4.025
C: -0.796 -4.811 -5.183
H: 6.484 7.474 4.847
H: -0.285 -1.417 -5.155
C: 0.686 -0.917 -5.113
H: -4.599 -9.946 -4.480
N: 4.603 6.414 8.756
C: -9.846 -10.901 -2.069
O: -8.782 -10.561 -2.922
C: -4.106 -9.696 -3.536
H: -0.911 2.258 -7.224
H: 1.703 3.490 5.885
H: 5.617 4.797 9.720
H: 0.599 -4.455 -3.617
H: 3.181 6.878 10.215
C: -2.174 -8.423 -4.577
H: 1.061 4.854 4.908
H: 2.987 5.249 9.532
H: -0.093 1.429 -8.523
H: -2.345 2.389 -9.044
H: -0.937 -0.766 -7.627
H: 6.172 4.928 4.600
H: 1.978 0.503 3.678
C: 1.902 2.535 -1.850
N: 1.723 1.053 -1.732
C: 5.815 8.543 7.443
H: 2.190 -4.030 -5.122
C: 1.336 -3.383 -5.342
C: -0.766 0.098 -6.972
H: 5.198 8.719 8.317
N: -1.523 2.575 5.198
H: -0.412 -5.059 -6.174
H: 0.514 5.931 3.669
H: 7.915 5.975 6.680
H: 2.511 6.666 8.598
H: 2.288 2.915 -0.904
C: -2.877 3.000 4.853
C: 1.820 -1.945 -5.053
H: -3.129 -7.976 -2.693
C: -7.534 -10.559 -2.252
H: -0.779 3.512 6.945
H: 2.334 -1.970 -4.096
H: -0.568 1.749 6.892
H: 0.475 -0.175 4.301
H: -1.275 -7.364 -6.204
C: 7.370 5.171 7.199
H: 0.432 1.341 -0.112
H: -4.120 -7.606 -4.088
C: 1.308 0.480 4.546
H: -1.523 0.036 -6.186
H: -1.011 3.684 1.529
H: 7.925 4.246 7.037
C: 5.947 4.279 5.457
P: 4.691 6.004 7.073
H: 5.269 6.217 10.720
H: 5.837 9.477 6.878
B: 1.804 0.536 -3.083
H: 6.556 6.306 9.562
O: -3.958 2.262 -7.200
H: -5.078 -10.741 -1.950
C: -3.419 -8.341 -3.683
C: 0.648 -0.047 -6.401
C: -0.932 1.351 -7.828
C: -1.017 4.440 2.314
H: -4.279 0.786 -8.590
H: -0.603 5.355 1.888
C: -3.835 2.191 -5.849
H: -0.598 5.467 4.960
H: 7.419 5.357 8.263
H: -3.389 0.260 -7.179
H: 1.847 0.040 5.388
C: 3.251 6.287 9.298
C: 1.978 2.660 5.239
H: -0.356 -3.039 -3.991
H: -9.750 -11.920 -1.678
C: -3.500 1.082 -7.888
H: -3.360 -10.477 -3.364
C: 5.458 7.693 5.165
O: -0.267 1.604 2.689
H: -7.692 -10.288 -1.199
H: -2.062 4.638 2.590
H: -2.412 -9.157 -5.356
H: 4.954 3.856 5.311
C: -1.226 2.567 6.620
O: 3.067 0.409 -3.653
H: -4.892 -9.039 -1.618
H: 1.313 -0.370 -7.200
H: 5.226 8.722 4.887
H: -2.802 2.041 -5.489
O: 1.044 1.267 -5.939
H: 4.784 7.051 4.594
O: -4.751 2.321 -5.100
H: 0.309 -0.254 -0.886
H: -2.137 0.732 -9.542
C: 5.560 5.893 9.719
H: 2.519 -1.700 -5.854
H: -2.154 2.427 7.179
H: 3.539 -0.328 -3.260
C: -6.608 -9.525 -2.871
H: 1.117 -3.509 -6.404
H: -1.489 -5.963 -3.485
N: 6.012 4.985 6.733
C: 0.431 0.813 -1.067
H: -0.404 -0.039 -3.454
P: -0.453 2.384 3.934
O: 3.514 5.121 6.905
C: 0.537 0.130 -3.969
C: 0.201 5.096 4.299
C: -2.223 1.373 -8.661
H: 2.476 3.050 4.341
N: -0.207 3.999 3.444
H: -6.932 -8.531 -2.566
H: 6.839 8.321 7.760
C: -1.827 -7.116 -5.292
H: -10.774 -10.840 -2.634
O: -0.231 2.422 -4.471
H: 2.714 2.095 5.814
H: -3.129 2.699 3.835
H: -0.029 -6.590 -4.272

Results
E_HOMO ... -8.11 eV
E_LUMO ... 0.628 eV
Max |F| ... 4.7 eV/Å
DFT total energy ... -84727.6835 eV
Frontier orbital gap ... 8.7346 eV

Below is a cluster of 7 separate species, C26H59Br2N6O5 in total at a distorted geometry, with properties calculated with the ωB97M-V functional and the def2-TZVPD basis.

Element x y z (Å)
C: 2.789 10.191 0.908
C: 5.728 2.886 -3.053
H: 1.871 10.059 0.335
C: 3.513 7.869 1.128
H: 6.367 2.895 -3.936
H: 1.858 -14.735 0.477
H: -5.474 -0.662 3.462
H: -1.554 7.938 -4.128
C: -1.698 5.283 -3.292
H: 7.717 1.271 -2.420
O: -2.612 5.717 -0.671
C: -0.524 -4.487 -4.043
N: 0.743 -13.051 0.580
N: 7.103 -1.569 -1.456
Br: -9.413 5.741 6.503
H: -5.650 -1.780 2.147
C: 5.543 1.395 -2.804
H: -3.940 -0.995 0.854
O: 1.511 -11.062 -0.047
H: 1.837 -3.709 1.538
H: 1.612 -3.712 -6.099
H: 0.026 7.529 -3.339
H: 1.045 -4.817 0.588
C: -6.814 5.110 5.415
O: -0.139 -3.124 0.924
H: -2.120 4.467 -2.705
H: -3.040 -3.162 2.660
H: 4.797 3.404 -3.283
H: -0.777 1.423 1.971
C: 6.960 -0.468 -1.631
H: -0.712 -1.859 -5.738
H: -0.702 4.992 -3.625
C: -0.449 -2.116 -4.712
O: -1.594 -4.345 -3.524
C: -2.224 6.673 -1.319
C: -3.731 -0.806 1.907
H: -2.740 -1.129 4.225
H: 2.438 -13.533 1.743
O: 4.047 6.797 0.812
H: -0.323 -13.954 2.195
H: -2.248 7.725 -0.996
H: 5.279 8.501 -0.579
H: -1.328 -13.368 0.820
H: 5.419 10.164 0.029
H: 0.196 -1.399 -4.204
H: -2.267 5.396 -4.215
H: -0.930 -4.536 1.877
Br: -6.735 6.739 4.305
H: 4.398 9.847 -1.324
H: 1.981 -4.562 -4.633
N: 0.134 -3.469 -4.580
C: 2.037 -13.693 0.742
C: 1.159 -3.737 0.685
H: -8.574 4.575 4.470
H: 5.611 0.712 -3.651
H: 0.516 0.118 2.250
C: -0.283 0.515 1.624
H: -8.399 3.559 5.849
H: -2.593 -2.936 1.089
H: -6.335 5.340 6.366
C: 0.590 -11.833 0.160
H: -1.129 -1.204 0.473
H: -0.157 -3.509 2.962
H: -0.967 -1.165 4.040
H: 6.284 3.392 -2.263
C: -1.899 -0.781 3.625
H: -0.434 -11.434 0.102
C: -1.046 7.670 -3.202
H: 2.655 -13.249 -0.039
N: 3.745 9.107 0.639
H: 2.803 7.928 1.967
H: -3.627 0.232 2.222
H: -1.385 -2.087 -4.154
H: -4.604 -2.039 3.610
H: 1.547 -3.028 -0.046
N: -2.246 -1.251 2.232
H: 6.740 1.414 -0.923
H: -1.202 8.546 -2.572
H: -2.096 0.186 0.621
C: 6.789 0.986 -1.924
C: -8.173 4.561 5.483
H: 4.604 0.954 -2.471
H: 2.110 -2.759 -4.658
C: -2.191 -2.783 2.091
H: 3.259 11.119 0.584
H: -6.080 4.445 4.960
N: -1.622 6.555 -2.559
H: 0.005 -5.446 -4.150
H: 0.248 0.844 0.731
C: -0.777 -3.474 2.066
H: -1.718 0.292 3.559
C: -0.413 -13.885 1.110
H: -0.383 -14.906 0.732
C: 1.561 -3.631 -5.013
C: -1.410 -0.437 1.195
H: 2.485 10.541 1.894
C: 4.732 9.422 -0.377
C: -4.914 -1.349 2.826

Results
E_HOMO ... -10.55 eV
E_LUMO ... -2.176 eV
Max |F| ... 4.7 eV/Å
Total charge ... +1
DFT total energy ... -187171.2309 eV
Frontier orbital gap ... 8.3747 eV

Below is a cluster of 2 separate species, C3H12F3NO3P2 in total, with properties calculated with the ωB97M-V functional and the def2-TZVPD basis.

Element x y z (Å)
C: 0.740 2.113 0.112
H: -1.430 -0.315 1.448
C: -0.304 1.883 -0.949
F: 1.979 2.228 -0.441
H: 0.143 1.297 -1.744
C: -1.581 1.240 -0.428
F: 0.515 3.249 0.811
F: 0.803 1.104 1.008
P: -1.055 -2.760 0.718
P: -1.414 -0.602 0.063
H: -1.957 1.813 0.415
N: -0.307 -2.767 2.073
H: -2.612 -0.951 -0.604
O: 5.102 1.925 -0.686
O: -0.206 -3.464 -0.481
H: -2.239 -4.507 0.436
H: 5.396 2.813 -0.469
H: -0.205 -0.714 -0.694
H: 0.557 -2.927 -0.692
O: -2.440 -3.593 0.651
H: -0.783 -3.247 2.821
H: 4.149 2.006 -0.786
H: -2.324 1.318 -1.215
H: -0.528 2.857 -1.368

Results
E_HOMO ... -8.21 eV
E_LUMO ... 0.336 eV
Max |F| ... 0.8 eV/Å
DFT total energy ... -37667.6840 eV
Frontier orbital gap ... 8.5507 eV